C2H4ClPS3 | ωB97M-V with the def2-TZVPD basis set

Values from the calculation:
HOMO-LUMO gap (spin up / spin down)	7.22 / 3.75	eV
relative energy (zero: lowest compared OMol25 entry of this formula, charge and spin)	81.8	kcal/mol
HOMO (spin up / spin down)	-0.33836 / -0.29850	Eh
energy	-56453.797	eV
multiplicity	1

```
11
Properties=species:S:1:pos:R:3:forces:R:3
Cl -2.709 2.146 -0.463 0.02 0.01 0.00
S 0.814 -0.344 -1.686 0.38 -0.29 0.95
S 4.005 -0.399 0.082 -0.56 0.14 -0.29
S 1.022 0.075 1.598 0.26 -0.35 -0.98
P 2.220 0.347 -0.163 -0.03 -0.35 0.23
C -0.643 -0.712 -0.566 1.30 -0.10 -0.68
C -0.510 0.208 0.674 -2.31 -2.25 1.17
H -0.634 -1.793 -0.177 0.07 1.60 -0.89
H -1.444 -0.532 -1.340 0.25 -0.06 1.58
H -0.785 1.228 0.739 -0.22 1.40 -1.27
H -1.335 -0.225 1.302 0.85 0.24 0.17
```
Forces are in eV/Å.

C32H28N7O6SSr | ωB97M-V with the def2-TZVPD basis set

Values from the calculation:
HOMO-LUMO gap	7.66	eV
relative energy (zero: lowest compared OMol25 entry of this formula, charge and spin)	14.1	kcal/mol
net charge	+1
HOMO	-0.39870	Eh
energy	-68025.683	eV
multiplicity	1

```
75
Properties=species:S:1:pos:R:3:forces:R:3
Sr 0.418 -0.270 -0.057 -1.77 0.37 0.65
S 3.994 -0.617 -1.169 0.10 0.22 -0.06
O -5.993 -4.349 2.422 -0.01 -0.20 0.05
O 4.500 -0.503 0.175 0.02 0.05 -0.08
O -1.083 1.478 0.452 -0.52 0.67 0.12
O -6.919 -4.585 0.425 0.18 -0.27 0.00
O 4.359 0.407 -2.110 0.03 -0.05 -0.07
O 0.870 -2.472 -0.963 -0.12 -0.34 -0.17
N 2.109 0.263 3.369 0.14 0.05 0.22
N 1.978 1.335 1.255 0.03 -0.19 0.29
N -2.004 -0.903 -1.261 0.26 0.39 -0.29
N -0.064 0.677 -2.520 -0.14 -0.16 -0.03
N -1.117 3.435 -0.647 0.00 0.01 -0.07
N 0.618 -1.230 2.293 0.30 0.12 0.21
N 2.373 -0.768 -1.143 1.42 -0.65 -0.43
C -2.248 -0.341 -2.372 -0.19 -0.25 0.11
C 2.532 2.188 0.382 0.14 0.15 0.07
C -0.384 -3.006 3.555 -0.01 0.04 -0.12
C 3.076 -4.310 -1.956 0.02 0.14 0.04
C -4.604 -3.497 -0.826 0.04 0.06 0.02
C -1.252 0.459 -3.098 -0.01 0.18 -0.34
C -0.163 -2.318 2.386 -0.03 -0.20 0.23
C -4.929 -3.307 0.513 0.17 -0.10 -0.04
C 4.399 2.593 1.783 -0.09 -0.05 -0.02
C -3.632 -2.719 -1.429 -0.02 0.03 0.13
C -3.302 -1.536 0.653 -0.06 -0.08 -0.10
C 5.484 -2.848 -2.161 0.08 0.01 0.01
C 1.070 -1.449 4.631 -0.02 0.02 -0.15
C 2.630 1.096 2.383 0.26 0.25 -0.07
C 0.872 1.294 -3.226 0.20 0.17 -0.21
C -0.582 1.587 -5.099 0.11 -0.02 0.12
C 1.245 -0.810 3.385 -0.21 -0.22 0.22
C -4.276 -2.320 1.248 0.01 -0.09 -0.07
C 3.723 2.840 0.591 -0.08 -0.01 -0.08
C -2.991 -1.725 -0.693 -0.25 -0.13 0.22
C 4.249 -4.921 -2.378 -0.05 -0.03 0.00
C 0.660 1.774 -4.516 -0.10 -0.05 0.01
C -1.555 0.906 -4.380 0.09 -0.02 0.18
C 5.433 -4.200 -2.482 0.05 0.02 -0.01
C 0.251 -2.545 4.709 0.01 0.04 -0.10
C 4.310 -2.258 -1.751 0.03 0.05 0.05
C 3.851 1.719 2.688 -0.10 -0.03 -0.09
C -1.437 2.657 0.397 -0.08 0.01 0.13
C 3.127 -2.960 -1.648 0.04 -0.21 -0.10
C -6.015 -4.167 1.086 -0.36 0.64 0.08
C 2.015 -2.069 -1.219 0.35 -0.31 -0.36
C -2.250 3.271 1.500 0.03 0.01 -0.04
H -1.697 3.176 2.432 0.02 -0.01 0.01
H 1.972 2.357 -0.534 0.02 -0.03 -0.03
H 6.405 -2.287 -2.231 0.02 0.01 0.00
H -4.543 -2.128 2.281 0.00 0.01 0.01
H 1.844 1.387 -2.754 0.05 0.03 -0.02
H 2.147 -4.855 -1.874 -0.05 -0.02 0.01
H 4.362 1.489 3.612 0.02 -0.02 0.05
H -0.607 -2.659 1.457 -0.07 -0.01 -0.06
H -1.016 -3.880 3.566 -0.03 -0.04 -0.01
H 1.463 2.267 -5.042 0.05 0.03 -0.03
H 1.584 -1.078 5.507 0.02 0.03 0.03
H -2.493 4.316 1.327 0.00 0.01 -0.01
H 5.347 3.067 1.990 0.02 0.01 0.00
H -3.215 -0.457 -2.873 0.01 -0.03 0.06
H 4.244 -5.971 -2.633 0.00 -0.04 -0.01
H -2.803 -0.752 1.208 0.02 0.04 0.01
H -3.171 2.698 1.603 -0.01 0.00 0.00
H -5.175 -4.014 2.805 0.03 -0.03 -0.02
H -5.125 -4.261 -1.383 -0.03 -0.04 -0.03
H -1.398 4.398 -0.688 -0.01 0.00 -0.02
H -2.529 0.711 -4.806 -0.02 -0.01 0.00
H 4.123 3.502 -0.161 0.02 0.04 -0.04
H 0.111 -3.049 5.655 -0.01 -0.03 0.04
H -0.786 1.943 -6.099 0.00 0.01 -0.02
H 2.622 0.343 4.231 -0.02 0.01 -0.01
H 6.331 -4.699 -2.818 0.04 -0.02 -0.01
H -0.618 3.035 -1.428 -0.01 0.01 0.06
H -3.353 -2.894 -2.459 0.02 0.00 -0.05
```
Forces are in eV/Å.

C14H29ClFNO3PS | ωB97M-V with the def2-TZVPD basis set

Values from the calculation:
HOMO-LUMO gap	5.95	eV
net charge	+1
HOMO	-0.38925	Eh
energy	-57969.302	eV
multiplicity	1

```
51
Properties=species:S:1:pos:R:3:forces:R:3
Cl 0.921 -2.419 -0.128 0.28 0.02 2.03
S 1.263 -1.241 3.210 1.34 1.65 0.23
P 0.408 -2.775 1.907 -0.65 -3.65 -0.79
F 1.032 2.321 0.906 -0.09 -2.29 2.64
O 0.689 -1.356 -4.596 0.19 0.53 0.55
O 1.277 -4.235 2.403 0.30 3.97 -1.16
O -1.507 2.479 -5.660 -0.43 -0.04 0.34
N -1.375 0.621 -3.298 0.31 0.07 0.13
C 0.841 1.493 2.136 -0.27 1.16 0.67
C -0.715 -1.889 6.723 1.11 -1.07 -0.15
C 0.844 -0.670 -3.352 -0.23 -0.48 0.10
C 1.875 0.216 2.147 0.47 2.15 -1.28
C 2.161 -2.966 7.068 -9.34 3.67 -1.82
C -0.104 -0.698 4.384 -2.36 0.75 1.20
C -0.489 -0.350 -2.647 -0.19 -0.04 -0.54
C 0.854 -2.395 7.007 8.20 -4.11 -0.45
C 1.184 2.459 3.429 0.80 -0.39 -0.35
C -0.807 1.971 -3.378 -0.57 -0.09 -0.43
C 0.478 -0.504 -5.714 0.02 -0.38 -0.25
C -2.695 1.923 -6.205 0.25 0.07 -0.14
C -0.933 -1.965 5.069 1.36 0.13 0.35
C -1.648 2.877 -4.291 0.66 -0.04 0.05
H -0.286 -0.018 -1.622 0.06 0.13 -0.06
H -2.067 -1.896 4.774 2.37 -0.28 0.56
H -2.544 1.781 -7.278 0.08 0.07 0.15
H 2.359 2.450 3.579 -2.40 0.12 -0.36
H 1.487 0.209 -3.464 -0.12 0.08 -0.14
H -1.577 0.289 -4.237 0.02 0.10 0.23
H 2.909 0.591 2.578 -2.21 -1.09 -0.64
H 0.984 0.460 -5.609 -0.11 -0.01 0.07
H -2.698 2.907 -3.974 0.11 -0.20 -0.10
H 1.395 -1.361 -2.700 -0.02 0.00 -0.14
H 3.158 -3.525 6.723 -2.73 1.65 1.28
H -0.398 -2.947 4.697 -1.54 1.68 0.86
H -0.910 -0.011 3.875 1.94 -1.30 0.67
H 2.062 -0.080 1.028 -0.55 -0.02 2.22
H 0.731 2.016 4.428 0.70 1.10 -2.21
H -1.255 3.897 -4.221 -0.03 -0.08 0.04
H 0.380 -0.099 5.271 -0.39 -1.21 -2.08
H -3.546 2.595 -6.059 -0.02 -0.09 0.02
H -0.857 -0.809 7.156 0.23 -2.17 -0.89
H -0.296 1.168 2.137 2.45 0.63 -0.25
H -1.058 -1.284 -2.566 0.15 0.01 0.00
H 2.263 -4.077 2.327 -1.25 -0.56 0.11
H -1.484 -2.652 7.217 1.90 1.74 -0.92
H 0.877 -1.006 -6.602 0.00 0.02 0.21
H 0.873 3.567 3.213 0.32 -2.33 0.53
H -0.590 -0.361 -5.879 -0.02 0.25 -0.09
H -0.770 2.406 -2.374 -0.01 -0.05 -0.02
H 0.210 1.946 -3.780 0.12 0.24 -0.01
H -2.907 0.948 -5.758 -0.22 -0.03 0.03
```
Forces are in eV/Å.

C25H27Cl2CoN7O3S | ωB97M-V with the def2-TZVPD basis set

Values from the calculation:
HOMO-LUMO gap (spin up / spin down)	7.48 / 7.49	eV
expectation value of S²	0.911
relative energy (zero: lowest compared OMol25 entry of this formula, charge and spin)	0.0	kcal/mol
HOMO (spin up / spin down)	-0.26795 / -0.26695	Eh
energy	-116447.017	eV
multiplicity	2

```
66
Properties=species:S:1:pos:R:3:forces:R:3
Co 1.500 0.811 -0.931 0.18 0.33 -0.09
Cl -1.477 5.984 -4.101 0.00 0.00 -0.01
Cl -2.530 6.229 -1.107 0.00 0.00 0.01
S 0.548 -2.499 0.308 0.07 -0.06 -0.01
O -0.181 1.111 1.891 0.28 0.55 -0.02
O 1.728 2.088 -4.724 0.04 0.00 -0.02
O 2.845 0.275 0.478 -0.07 0.00 0.31
N 2.428 -0.321 -2.231 0.03 0.07 0.03
N -0.623 0.270 -1.218 -0.03 -0.03 -0.03
N -1.413 -3.604 1.692 -0.04 -0.05 0.07
N 1.374 2.007 -2.428 -0.06 -0.09 0.07
N -0.776 -1.462 2.347 0.15 -0.48 0.08
N 2.938 2.017 1.913 -0.40 0.24 -0.23
N 0.597 2.353 0.114 0.17 -0.22 0.03
C -2.627 0.699 0.008 -0.03 -0.02 0.03
C -0.613 -2.511 1.525 -0.05 0.14 0.17
C -0.275 1.509 0.729 0.04 0.17 -0.10
C 3.755 -0.169 2.612 -0.04 0.01 0.03
C -1.357 5.035 -1.557 0.01 -0.02 0.02
C 3.021 -1.491 -1.999 -0.03 -0.01 0.00
C -3.352 -0.017 -0.932 -0.01 0.02 0.03
C 3.231 -0.344 -4.471 -0.01 -0.01 -0.04
C -2.689 -0.593 -2.006 0.03 -0.01 -0.04
C -2.846 -3.543 1.986 0.02 0.00 -0.01
C 0.063 3.205 -0.898 -0.06 -0.08 0.05
C 2.531 0.251 -3.440 0.03 -0.05 -0.02
C -0.867 4.177 -0.580 0.00 0.03 0.01
C -1.317 -0.434 -2.106 -0.01 -0.01 0.00
C -2.209 -0.366 4.021 0.02 0.07 0.02
C 3.125 0.743 1.601 0.13 -0.26 -0.31
C -1.266 0.829 -0.191 -0.01 -0.04 0.00
C -1.232 -1.495 3.732 -0.10 0.00 -0.08
C 0.514 3.079 -2.226 -0.03 0.04 -0.02
C 0.036 3.952 -3.198 0.02 0.01 0.01
C -0.897 4.924 -2.859 0.01 -0.01 0.00
C 3.850 -1.560 -4.235 0.01 -0.01 -0.02
C 3.744 -2.143 -2.982 -0.01 -0.03 0.01
C 1.826 1.580 -3.612 -0.08 0.07 0.03
C -3.271 -4.581 3.012 0.01 0.00 0.00
H 2.310 2.553 1.296 0.08 -0.21 0.21
H -0.358 -1.399 4.383 0.03 0.02 0.00
H -3.096 1.153 0.870 0.01 0.00 -0.01
H 3.934 0.319 3.568 0.01 -0.01 0.01
H -3.224 -1.157 -2.757 0.01 0.00 0.01
H 4.412 -2.050 -5.020 -0.01 0.00 0.00
H 3.268 0.164 -5.425 0.00 0.00 0.01
H -3.399 -3.699 1.054 0.00 0.00 -0.02
H -1.765 0.590 3.738 -0.06 -0.06 0.01
H -4.424 -0.125 -0.830 0.01 0.00 0.00
H -3.136 -0.492 3.459 0.02 0.01 -0.01
H 3.032 2.304 2.871 0.01 0.04 -0.02
H -0.207 -0.647 2.127 -0.27 -0.08 -0.11
H 0.377 3.859 -4.217 0.00 0.00 -0.01
H -1.206 4.286 0.443 0.00 -0.01 -0.01
H 2.902 -1.894 -1.002 0.02 0.02 0.00
H -2.452 -0.330 5.084 -0.02 -0.04 0.00
H 4.696 -0.546 2.212 -0.02 0.01 -0.01
H -0.751 -0.882 -2.914 -0.01 0.00 0.01
H -3.032 -5.587 2.664 0.00 0.01 0.01
H -1.146 -4.340 1.058 -0.01 0.02 -0.04
H -3.091 -2.538 2.319 0.01 0.03 0.02
H -4.347 -4.530 3.184 0.02 0.00 0.00
H 4.212 -3.092 -2.762 -0.01 0.01 0.00
H -2.760 -4.428 3.964 -0.01 0.00 -0.01
H -1.671 -2.464 3.948 0.00 -0.05 0.02
H 3.088 -1.022 2.746 0.01 0.00 0.00
```
Forces are in eV/Å.

C3H4N2O | ωB97M-V with the def2-TZVPD basis set

Values from the calculation:
HOMO-LUMO gap (spin up / spin down)	7.76 / 7.76	eV
relative energy (zero: lowest compared OMol25 entry of this formula, charge and spin)	60.1	kcal/mol
HOMO (spin up / spin down)	-0.27255 / -0.27258	Eh
energy	-8201.278	eV
multiplicity	1

```
10
Properties=species:S:1:pos:R:3:forces:R:3
O 1.179 -1.296 -0.293 -0.15 0.21 0.11
N -2.085 -1.427 -0.716 0.49 0.64 0.43
N 0.379 0.827 0.157 0.25 -0.14 -0.06
C -1.591 -0.522 -0.161 -0.29 -0.57 -0.32
C -0.941 0.520 0.497 -0.13 0.00 0.05
C 1.323 0.014 -0.221 -0.16 0.09 -0.02
H -1.468 1.244 1.094 0.06 -0.04 -0.09
H 2.292 0.393 -0.512 -0.08 0.04 0.06
H 0.647 1.803 0.219 0.02 -0.14 -0.03
H 0.265 -1.557 -0.066 -0.01 -0.10 -0.13
```
Forces are in eV/Å.